one.
A single C2HNO2S molecule. Source: OMol25; level of theory: wB97M-V/def2-TZVPD.

The geometry in XYZ format:
```
7
Properties=species:S:1:pos:R:3:nbo_charge:R:1
S -1.64105 -0.89930 0.46156 -0.026
C -0.31416 -0.10127 0.10776 0.378
O 0.67745 -0.63119 -0.70881 -0.426
C 1.56819 0.31658 -0.76856 0.319
N 1.36183 1.39239 -0.12781 -0.137
O 0.17026 1.04838 0.55998 -0.319
H 2.41808 0.01269 -1.33493 0.211
```

As for the HOMO-LUMO gap: 10.049 eV. Its spin multiplicity is 1. As for the SMILES: S=c1ocno1. The value obtained for the LUMO energy is 0.017 hartree.

---

two.
2 unconnected molecules or ions with the total composition C2HNO2S. Source: OMol25; level of theory: wB97M-V/def2-TZVPD.

The geometry in XYZ format:
```
7
Properties=species:S:1:pos:R:3:nbo_charge:R:1
N -0.69815 0.01603 0.24122 -0.657
C -0.51457 0.06988 1.40714 0.248
S -0.26746 -0.07744 2.95561 -0.005
H -0.26417 0.68718 -0.35765 0.419
O 2.15689 1.58092 1.30518 -0.531
C 2.52876 0.74647 1.98330 1.025
O 3.04247 -0.03287 2.62542 -0.499
```

As for the HOMO-LUMO gap: 10.293 eV. Its spin multiplicity is 1. As for the SMILES: N=C=S.O=C=O. The value obtained for the LUMO energy is 0.016 hartree.

---

three.
A molecular structure, C2HNO2S. Source: OMol25; level of theory: wB97M-V/def2-TZVPD.

The geometry in XYZ format:
```
7
Properties=species:S:1:pos:R:3:nbo_charge:R:1
C 0.21890 -0.84252 -0.72144 0.527
C -0.74895 -1.10841 0.15006 0.168
N 0.55339 1.74014 0.59798 -0.873
O 1.17820 -0.35216 -1.19684 -0.409
O -1.53744 -1.94182 0.48263 -0.486
S -0.40309 0.65925 1.04488 0.703
H 0.73900 1.84553 -0.35728 0.371
```

As for the HOMO-LUMO gap (spin up / spin down): 7.810 / 7.424 eV. Its spin multiplicity is 1. The value obtained for the LUMO energy (spin up / spin down) is -0.048 / -0.056 hartree.

---

Calculated relative energies: one 2.476; two 0.000; three 4.667, given in eV

---

one.
2 unconnected molecules or ions with the total composition C5H11NO. Source: OMol25; level of theory: wB97M-V/def2-TZVPD.

The geometry in XYZ format:
```
18
Properties=species:S:1:pos:R:3:nbo_charge:R:1
N 1.67667 1.38555 -2.53289 -0.801
C 1.19455 0.09341 -2.00109 -0.341
C -1.46489 -0.07526 1.38574 -0.152
C -1.91962 -0.26461 0.05862 -0.075
C -1.20024 0.08117 -1.06640 -0.253
C 0.16908 0.35453 -0.99085 0.201
H 2.19851 1.23083 -3.38693 0.391
H 2.32087 1.79176 -1.86153 0.366
H 0.77833 -0.41101 -2.87929 0.228
H 1.98133 -0.58829 -1.66673 0.242
H -1.89591 0.76157 1.93477 0.252
H -0.44663 -0.34845 1.61711 0.202
H -2.94934 -0.53279 -0.14900 0.258
H -1.66252 0.14061 -2.04201 0.266
H 0.41651 1.05223 -0.18480 0.216
H 0.19591 -1.76367 3.80963 0.459
H 0.68813 -1.36202 5.25151 0.484
O -0.08076 -1.54556 4.70416 -0.942
```

As for the HOMO-LUMO gap (spin up / spin down): 7.418 / 6.983 eV. Its expectation value of S² is 0.81. As for the total charge: +1. Its spin multiplicity is 2. The value obtained for the LUMO energy (spin up / spin down) is -0.243 / -0.258 hartree.

---

two.
A gas-phase ion, C5H11NO (charge +1). Source: OMol25; level of theory: wB97M-V/def2-TZVPD.

The geometry in XYZ format:
```
18
Properties=species:S:1:pos:R:3:nbo_charge:R:1
C -2.52595 -0.86840 -0.37304 -0.638
C -1.02793 -0.92481 -0.62056 -0.252
N -0.33267 0.26343 -0.06955 -0.194
C 1.55095 1.81866 0.09210 -0.612
C 1.09745 0.39438 -0.21598 -0.156
C 1.70959 -0.53111 0.91021 0.440
O 2.43060 -1.42219 0.65026 -0.345
H -2.75303 -0.08000 0.35058 0.224
H -2.89168 -1.81023 0.03454 0.250
H -3.12712 -0.66773 -1.25198 0.253
H -0.76681 -0.93213 -1.67162 0.237
H -0.53468 -1.76924 -0.11844 0.246
H -0.53371 0.31889 0.93244 0.383
H 1.08316 2.49063 -0.62414 0.261
H 1.22002 2.08115 1.09979 0.224
H 2.64073 1.87894 0.13779 0.259
H 1.32862 -0.00405 -1.20395 0.252
H 1.43247 -0.23619 1.94154 0.166
```

As for the HOMO-LUMO gap (spin up / spin down): 11.290 / 7.069 eV. Its expectation value of S² is 0.76. As for the total charge: +1. Its spin multiplicity is 2. The value obtained for the LUMO energy (spin up / spin down) is -0.148 / -0.301 hartree.

---

three.
2 unconnected molecules or ions with the total composition C5H11NO. Source: OMol25; level of theory: wB97M-V/def2-TZVPD.

The geometry in XYZ format:
```
18
Properties=species:S:1:pos:R:3:nbo_charge:R:1
C 3.05007 -0.66808 -1.53831 -0.590
C 2.05317 0.36698 -0.79463 -0.501
C 0.66090 -0.14977 -0.44313 0.080
C -0.49808 0.52968 -0.64042 0.100
N -1.79087 0.03217 -0.40356 -0.379
C -2.23331 -0.94419 0.33193 0.080
H 3.87500 -1.09746 -0.93060 0.246
H 2.37331 -1.60882 -1.76576 0.204
H 3.40407 -0.35972 -2.55792 0.260
H 2.64466 0.34318 0.06406 0.299
H 2.02475 1.29800 -1.37209 0.252
H 0.72072 -1.22321 -0.39371 0.233
H -0.55966 1.36801 -1.29430 0.245
H -3.32989 -1.06930 0.34566 0.257
H -1.35198 -1.56636 0.93546 0.206
H -1.38156 0.37421 2.09160 0.430
H -2.16016 1.53461 2.62734 0.475
O -1.48996 0.87174 2.94782 -0.897
```

As for the HOMO-LUMO gap (spin up / spin down): 9.056 / 6.176 eV. Its expectation value of S² is 0.76. As for the total charge: +1. Its spin multiplicity is 2. The value obtained for the LUMO energy (spin up / spin down) is -0.218 / -0.322 hartree.

---

four.
A gas-phase ion, C5H11NO (charge +1). Source: OMol25; level of theory: wB97M-V/def2-TZVPD.

The geometry in XYZ format:
```
18
Properties=species:S:1:pos:R:3:nbo_charge:R:1
C -1.46894 0.87329 1.42154 -0.696
C -0.58614 1.37728 0.25211 0.629
N -0.02992 0.33351 -0.50247 -0.040
C 0.24443 -1.05027 0.10251 -0.251
C 1.71641 -1.13382 0.57338 -0.624
C -0.05140 0.24007 -1.95458 -0.498
O -0.56896 2.56444 -0.07819 -0.378
H -0.78218 0.64788 2.29034 0.263
H -2.03411 0.02017 1.03521 0.238
H -2.03587 1.69764 1.74956 0.275
H 0.05523 -1.71965 -0.71403 0.230
H -0.43618 -1.31035 0.92204 0.259
H 1.91506 -1.43029 1.56628 0.253
H 2.10264 -0.01305 0.44641 0.229
H 2.24027 -1.90307 -0.09147 0.255
H 0.92018 0.04540 -2.45976 0.295
H -0.82303 -0.57006 -2.32051 0.289
H -0.37750 1.33089 -2.23838 0.272
```

As for the HOMO-LUMO gap (spin up / spin down): 12.144 / 7.191 eV. Its expectation value of S² is 0.77. As for the total charge: +1. Its spin multiplicity is 2. The value obtained for the LUMO energy (spin up / spin down) is -0.136 / -0.312 hartree.

---

Calculated relative energies: one 2.018; two 0.000; three 2.948; four 0.613, given in eV

---

one.
A molecular structure, C5H11NO. Source: OMol25; level of theory: wB97M-V/def2-TZVPD.

The geometry in XYZ format:
```
18
Properties=species:S:1:pos:R:3:nbo_charge:R:1
N -1.09144 2.03059 0.94960 -0.755
C -1.61312 0.29753 0.86092 -0.400
C 2.06237 -1.75288 -0.48115 -0.080
C 0.80887 -2.00029 -0.97683 -0.177
C -0.39949 -1.41073 -0.56876 -0.139
C -0.38734 -0.36440 0.34083 0.097
H -1.50375 2.03847 1.88355 0.380
H -1.62949 1.57017 0.26431 0.367
H -2.43942 -0.01785 0.20497 0.251
H -1.81328 -0.08683 1.86412 0.291
H 2.86371 -2.18188 -1.07597 0.230
H 2.33391 -1.20458 0.40663 0.220
H 0.73860 -2.45295 -1.95800 0.247
H -1.29053 -1.68843 -1.10340 0.247
H 0.52291 0.15549 0.55018 0.233
H 1.07418 3.00362 -0.78023 0.484
H 0.65512 1.99649 0.24226 0.478
O 1.10819 2.06845 -0.62304 -0.973
```

As for the HOMO-LUMO gap (spin up / spin down): 8.881 / 6.417 eV. Its expectation value of S² is 0.78. As for the total charge: +1. Its spin multiplicity is 2. The value obtained for the LUMO energy (spin up / spin down) is -0.203 / -0.291 hartree.

---

two.
A gas-phase ion, C5H11NO (charge +1). Source: OMol25; level of theory: wB97M-V/def2-TZVPD.

The geometry in XYZ format:
```
18
Properties=species:S:1:pos:R:3:nbo_charge:R:1
O -2.74393 0.84105 -0.38286 -0.495
C -2.23901 -0.12171 0.35569 0.361
C -1.16582 -0.00300 1.48933 -0.500
C -0.11391 0.96375 0.97421 -0.431
C 0.51538 0.73062 -0.45002 -0.327
C 1.87986 -0.95801 -1.54605 -0.458
N 1.09938 -0.57027 -0.37966 -0.097
H -2.94564 -0.95944 0.44351 0.161
H -0.77003 -1.02469 1.44097 0.192
H -1.70828 0.12155 2.41378 0.291
H -0.53615 2.02225 1.11191 0.274
H 0.75820 0.99087 1.77486 0.234
H 1.27359 1.53249 -0.45514 0.282
H -0.30893 0.82940 -1.21907 0.317
H 2.09284 -1.93130 -1.63924 0.240
H 2.89735 -0.47641 -1.40220 0.272
H 1.41553 -0.55621 -2.39424 0.261
H 0.59958 -1.43092 -0.13577 0.423
```

As for the HOMO-LUMO gap (spin up / spin down): 10.043 / 5.278 eV. Its expectation value of S² is 0.75. As for the total charge: +1. Its spin multiplicity is 2. The value obtained for the LUMO energy (spin up / spin down) is -0.135 / -0.309 hartree.

---

three.
2 unconnected molecules or ions with the total composition C5H11NO. Source: OMol25; level of theory: wB97M-V/def2-TZVPD.

The geometry in XYZ format:
```
18
Properties=species:S:1:pos:R:3:lowdin_spin:R:1
C 1.01040 -0.81153 0.67147 0.032
N -1.80184 -0.51875 1.67987 0.187
C -1.10356 0.48137 1.07192 0.191
C 0.10269 0.32654 0.39038 0.238
C 0.29571 1.33130 -0.63439 0.027
C 1.41598 1.31108 -1.37579 0.257
H 1.88548 -0.38649 1.18787 0.013
H 1.48056 -1.26045 -0.20058 0.007
H 0.61185 -1.57174 1.33087 0.001
H -1.23424 -1.30548 1.99048 0.005
H -2.27452 -0.16056 2.51293 0.008
H -1.62513 1.43041 1.10911 0.004
H -0.52209 1.96422 -0.95590 -0.002
H 2.17760 0.53822 -1.30037 0.013
H 1.70870 1.99448 -2.16374 0.012
H -0.10185 -0.63138 -1.92322 0.003
H -1.14992 -1.53866 -1.25727 0.001
O -0.87582 -1.19259 -2.13365 0.003
```

As for the HOMO-LUMO gap (spin up / spin down): 9.395 / 7.579 eV. Its expectation value of S² is 0.78. As for the total charge: +1. Its spin multiplicity is 2. The value obtained for the LUMO energy (spin up / spin down) is -0.168 / -0.269 hartree.

---

Calculated relative energies: one 4.289; two 2.143; three 0.000, given in eV

---

one.
A single C5H9N3O molecule. Source: OMol25; level of theory: wB97M-V/def2-TZVPD.

The geometry in XYZ format:
```
18
Properties=species:S:1:pos:R:3:nbo_charge:R:1
C -2.73807 0.55885 -0.25486 -0.604
C -1.48148 0.86188 -0.07396 0.419
N -0.40532 1.42112 0.13619 -0.451
C 0.74401 0.59727 0.43526 0.319
N 1.75218 0.84305 -0.53602 -0.876
N 1.20417 0.76836 1.75938 -0.863
C 0.14652 -0.99601 0.22143 0.579
C 0.26736 -1.60551 -1.14764 -0.731
O -0.15070 -1.61938 1.21065 -0.550
H -3.10850 0.26179 -1.22016 0.243
H -3.43807 0.62660 0.56114 0.250
H 2.61385 0.35429 -0.33072 0.387
H 1.71279 1.77886 -0.91759 0.394
H 1.26225 -0.06337 2.33433 0.391
H 0.66861 1.44188 2.29484 0.377
H -0.10605 -2.62785 -1.14495 0.233
H 1.31259 -1.61614 -1.45439 0.249
H -0.25613 -0.98568 -1.87294 0.236
```

As for the HOMO-LUMO gap: 9.572 eV. Its spin multiplicity is 1. As for the SMILES: C=C=NC(N)(N)C(C)=O. The value obtained for the LUMO energy is 0.031 hartree.

---

two.
A single C5H9N3O molecule. Source: OMol25; level of theory: wB97M-V/def2-TZVPD.

The geometry in XYZ format:
```
18
Properties=species:S:1:pos:R:3:nbo_charge:R:1
C -1.39132 -2.22854 0.18150 -0.639
C -0.48127 -1.02238 0.22507 0.120
C -0.77393 0.29700 0.38556 -0.093
N 0.46063 1.05357 0.17631 -0.418
C 0.62422 2.37876 0.73666 -0.414
C 1.55118 -0.13183 0.04664 0.553
N 2.87525 -0.09020 -0.01959 -0.194
O 3.43335 -1.22751 -0.31257 -0.678
N 0.82485 -1.17786 -0.27196 -0.581
H -0.82235 -3.13528 0.16745 0.221
H -2.05752 -2.21924 1.00943 0.230
H -2.04352 -2.14516 -0.74186 0.226
H -1.72837 0.75000 0.44578 0.221
H 1.34918 2.51692 1.59315 0.205
H 0.91572 3.09061 -0.11007 0.196
H -0.39481 2.73424 0.92434 0.214
H 3.52575 0.74516 -0.02094 0.386
H 1.26164 -2.08468 -0.30680 0.445
```

As for the HOMO-LUMO gap: 7.544 eV. Its spin multiplicity is 1. As for the SMILES: Cc1cn(C)/c(=[NH+]/[O-])[nH]1. The value obtained for the LUMO energy is 0.028 hartree.

---

three.
A molecular structure, C5H9N3O. Source: OMol25; level of theory: wB97M-V/def2-TZVPD.

The geometry in XYZ format:
```
18
Properties=species:S:1:pos:R:3:nbo_charge:R:1
C -1.49665 0.70081 0.05965 0.590
C -0.36509 -0.10507 -0.25596 -0.427
C 0.93059 0.54141 -0.25708 0.124
C 1.29322 -1.56944 -1.22893 -0.254
C -0.36264 -1.44781 -0.73596 -0.325
H 0.06946 2.84523 2.21595 0.414
H -0.32764 0.65281 2.11038 0.409
H -2.48795 1.37155 1.46628 0.423
H 0.80062 1.82352 -0.05682 0.273
H 3.15934 0.17033 -0.78900 0.439
H 1.38528 -1.44108 -2.51087 0.203
H 2.01477 -2.75234 -1.06505 0.243
H -0.22455 -2.44717 0.48257 0.152
H -1.49014 -1.86359 -1.70641 0.303
N -0.57813 1.79338 2.19924 -0.785
N -1.56851 1.75488 0.90456 -0.498
N 1.92339 -0.27397 -0.58509 -0.626
O -2.67537 0.24653 -0.24748 -0.658
```

As for the HOMO-LUMO gap: 7.719 eV. Its spin multiplicity is 1. The value obtained for the LUMO energy is -0.004 hartree.

---

Calculated relative energies: one 0.000; two 1.993; three 10.325, given in eV